Entry from the Open Molecules 2025 dataset: 2 unconnected molecules or ions with the total composition C4H9NO2 (the ωB97M-V functional and the def2-TZVPD basis).

Bonds (Å) are listed after each position.
Cartesian coordinates (Å):
1 C -0.14634 0.02996 -1.33646  C4 1.348, H8 1.059, H15 1.072
2 C 0.03629 -2.22806 -0.04507  C4 1.515, H9 1.051, H10 1.004, H11 1.102
3 C -1.03496 1.89237 1.07831  N5 1.514, H12 1.061, H13 1.118, H14 1.067
4 C 0.52429 -0.95366 -0.70357  C1 1.348, C2 1.515, O7 1.391
5 N 0.18055 1.00907 0.89638  C3 1.514, O6 1.248
6 O 1.24963 1.60950 0.66426  N5 1.248
7 O 1.91440 -0.91281 -0.67946  C4 1.391, H16 0.946
8 H -1.19201 0.19853 -1.34496  C1 1.059
9 H 0.28303 -2.08410 0.96642  C2 1.051
10 H -0.93628 -2.47420 -0.08189  C2 1.004
11 H 0.63867 -3.04796 -0.46869  C2 1.102
12 H -1.90808 1.77863 0.48690  C3 1.061
13 H -1.41140 1.55588 2.07530  C3 1.118
14 H -0.88438 2.93952 1.21855  C3 1.067
15 H 0.44956 0.72388 -1.89491  C1 1.072
16 H 2.23701 -0.03656 -0.83109  O7 0.946

As for the HOMO-LUMO gap (spin up / spin down): 8.36 / 8.36 eV. Its SMILES is C=C(C)O.CN=O. The spin multiplicity is 1. As for the HOMO energy (spin up / spin down): -8.32 / -8.32 eV. The net charge is 0.

Entry from the Open Molecules 2025 dataset: 2 unconnected molecules or ions with the total composition C16H35BClFN4O (the ωB97M-V functional and the def2-TZVPD basis).

Bonds (Å) are listed after each position.
Cartesian coordinates (Å):
1 C 6.15127 1.51810 3.03657  C2 1.607, H14 1.152, H15 1.136, H16 1.137
2 C 5.52324 1.40752 1.56182  C1 1.607, F3 1.459, B4 1.647, H17 1.153
3 F 6.11008 2.42671 0.69790  C2 1.459
4 B 3.87656 1.42204 1.55109  C2 1.647, Cl5 1.895, C6 1.648, H18 1.192
5 Cl 3.29352 1.24895 -0.24345  B4 1.895
6 C 3.21563 2.82275 2.11371  B4 1.648, C7 1.629, H19 1.151, H20 1.140
7 C 1.78476 2.54554 2.84122  C6 1.629, C8 1.621, H21 1.135, H22 1.151
8 C 0.57125 2.82148 1.80255  C7 1.621, C9 1.624, H23 1.135, H24 1.150
9 C -0.80386 2.84350 2.66709  C8 1.624, N10 1.478, H25 1.130, H26 1.151
10 N -1.99999 2.42896 1.90439  C9 1.478, C11 1.439, H27 1.022
11 C -2.73466 1.31779 2.44899  N10 1.439, N12 1.305, N13 1.499
12 N -2.66400 0.82004 3.65312  C11 1.305, H28 1.039
13 N -3.72928 0.68996 1.52008  C11 1.499, H29 1.035, H30 1.039
14 H 7.23003 1.12166 2.95939  C1 1.152
15 H 5.61345 0.87490 3.80335  C1 1.136
16 H 6.22375 2.58934 3.41115  C1 1.137
17 H 5.84256 0.38770 1.12999  C2 1.153
18 H 3.43612 0.50513 2.17324  B4 1.192
19 H 2.96538 3.45672 1.18641  C6 1.151
20 H 3.86995 3.39270 2.85268  C6 1.140
21 H 1.72509 1.51495 3.31315  C7 1.135
22 H 1.69272 3.38129 3.62753  C7 1.151
23 H 0.52794 2.05287 0.96817  C8 1.135
24 H 0.76631 3.88140 1.40186  C8 1.150
25 H -0.58731 2.27851 3.62109  C9 1.130
26 H -0.94373 3.94887 2.95743  C9 1.151
27 H -2.59074 3.20091 1.58778  N10 1.022
28 H -3.32156 0.01935 3.72409  N12 1.039
29 H -4.62942 0.60268 2.02240  N13 1.035
30 H -3.89655 1.38062 0.76195  N13 1.039
31 C 0.07109 -1.27787 -1.04116  C32 1.551, H42 1.093, H43 1.093, H44 1.090
32 C -1.31589 -0.91170 -1.63208  C31 1.551, C33 1.549, N37 1.495, C41 1.549
33 C -2.44296 -1.62957 -0.84930  C32 1.549, C34 1.527, H45 1.097, H46 1.094
34 C -2.55429 -3.12179 -1.15588  C33 1.527, C35 1.523, H47 1.093, H48 1.094
35 C -2.64228 -3.36557 -2.65640  C34 1.523, C36 1.546, H49 1.094, H50 1.098
36 C -1.49378 -2.69451 -3.44408  C35 1.546, N37 1.494, C39 1.548, C40 1.549
37 N -1.33456 -1.25205 -3.08728  C32 1.495, C36 1.494, O38 1.307
38 O -2.31773 -0.59244 -3.64142  N37 1.307
39 C -0.17680 -3.46523 -3.18471  C36 1.548, H51 1.093, H52 1.093, H53 1.088
40 C -1.73614 -2.90162 -4.96023  C36 1.549, H54 1.092, H55 1.092, H56 1.094
41 C -1.45069 0.60822 -1.36294  C32 1.549, H57 1.094, H58 1.093, H59 1.093
42 H 0.84721 -1.28223 -1.81010  C31 1.093
43 H 0.40119 -0.54921 -0.29666  C31 1.093
44 H 0.07581 -2.24400 -0.53556  C31 1.090
45 H -3.40870 -1.16361 -1.08098  C33 1.097
46 H -2.29192 -1.49484 0.22568  C33 1.094
47 H -1.70678 -3.66311 -0.72798  C34 1.093
48 H -3.44744 -3.52556 -0.66932  C34 1.094
49 H -2.64870 -4.44241 -2.84913  C35 1.094
50 H -3.60887 -2.99041 -3.01746  C35 1.098
51 H 0.66985 -2.97346 -3.67104  C39 1.093
52 H -0.23827 -4.47931 -3.58724  C39 1.093
53 H 0.06131 -3.58782 -2.13066  C39 1.088
54 H -2.69722 -2.50417 -5.29363  C40 1.092
55 H -1.73892 -3.96536 -5.20728  C40 1.092
56 H -0.94617 -2.42907 -5.55151  C40 1.094
57 H -0.68040 1.17336 -1.89533  C41 1.094
58 H -1.33741 0.81814 -0.29603  C41 1.093
59 H -2.42901 1.00433 -1.64708  C41 1.093

As for the HOMO-LUMO gap: 1.87 eV. The spin multiplicity is 1. As for the HOMO energy: -7.09 eV. The net charge is 0.

Entry from the Open Molecules 2025 dataset: a single CHBr2NO2 molecule (the ωB97M-V functional and the def2-TZVPD basis).

Bonds (Å) are listed after each position.
Cartesian coordinates (Å):
1 C 0.02762 0.55187 0.22052  N2 1.540, Br5 1.917, Br6 2.051, H7 1.087
2 N -0.29206 -0.85923 -0.30554  C1 1.540, O3 1.179, O4 1.164
3 O -1.14164 -1.43741 0.27218  N2 1.179
4 O 0.30772 -1.17556 -1.25164  N2 1.164
5 Br 0.51924 1.76735 -1.17791  C1 1.917
6 Br 1.51334 0.30140 1.61270  C1 2.051
7 H -0.93422 0.85158 0.62969  C1 1.087

As for the HOMO-LUMO gap: 10.30 eV. Its SMILES is O=[N+]([O-])C(Br)Br. The spin multiplicity is 1. As for the HOMO energy: -11.05 eV. The net charge is 0.

Entry from the Open Molecules 2025 dataset: a gas-phase ion, C17H31INO4 (charge +1) (the ωB97M-V functional and the def2-TZVPD basis).

Bonds (Å) are listed after each position.
Cartesian coordinates (Å):
1 C 1.77923 -3.11210 1.21137  C2 1.515, H24 1.084, H25 1.082, H26 1.087
2 C 3.02270 -3.13793 0.34657  C1 1.515, O3 1.438, H27 1.082, H28 1.084
3 O 3.03379 -2.07634 -0.62398  C2 1.438, C4 1.341
4 C 3.47848 -0.89331 -0.17684  O3 1.341, O5 1.219, C6 1.508
5 O 3.81261 -0.66777 0.97394  C4 1.219
6 C 3.56383 0.13548 -1.27564  C4 1.508, C7 1.533, H29 1.088, H30 1.082
7 C 2.28142 0.34032 -2.09073  C6 1.533, C8 1.517, H31 1.084, H32 1.085
8 C 1.38606 1.46692 -1.61194  C7 1.517, N9 1.521, H33 1.084, H34 1.081
9 N 0.66744 1.22063 -0.29438  C8 1.521, C10 1.526, C14 1.473, C23 1.515
10 C 1.54158 1.78073 0.82358  N9 1.526, C11 1.523, H35 1.079, H36 1.084
11 C 1.33126 1.14236 2.19053  C10 1.523, C12 1.519, I13 2.167, H37 1.081
12 C 0.15449 1.69491 2.97661  C11 1.519, H38 1.082, H39 1.088, H40 1.086
13 I 3.12078 1.59977 3.32362  C11 2.167
14 C 0.19879 -0.16988 -0.16660  N9 1.473, C15 1.519, H41 1.081, H42 1.086
15 C -1.00360 -0.22449 -1.09349  C14 1.519, C16 1.528, H43 1.085, H44 1.088
16 C -1.76095 0.99632 -0.57230  C15 1.528, C17 1.506, C23 1.547, H45 1.084
17 C -2.95682 1.50229 -1.33524  C16 1.506, C18 1.535, H46 1.086, H47 1.089
18 C -4.22299 0.69089 -1.02959  C17 1.535, O19 1.425, H48 1.083, H49 1.084
19 O -4.24043 0.27839 0.33433  C18 1.425, C20 1.369
20 C -3.85098 -1.00389 0.61397  O19 1.369, C21 1.505, O22 1.232
21 C -4.60188 -2.13657 -0.03202  C20 1.505, H50 1.081, H51 1.083, H52 1.084
22 O -2.95725 -1.19755 1.44017  C20 1.232
23 C -0.61973 2.01767 -0.35593  N9 1.515, C16 1.547, H53 1.084, H54 1.083
24 H 1.82726 -2.28443 1.90976  C1 1.084
25 H 1.68605 -4.05910 1.72684  C1 1.082
26 H 0.91641 -3.02200 0.55716  C1 1.087
27 H 3.92920 -3.13655 0.93704  C2 1.082
28 H 3.02049 -4.05337 -0.23372  C2 1.084
29 H 4.33041 -0.22571 -1.95773  C6 1.088
30 H 3.94898 1.05369 -0.85270  C6 1.082
31 H 1.76028 -0.60638 -2.17737  C7 1.084
32 H 2.56900 0.61049 -3.10166  C7 1.085
33 H 1.98005 2.36446 -1.48530  C8 1.084
34 H 0.66938 1.68886 -2.39079  C8 1.081
35 H 2.58718 1.72630 0.56254  C10 1.079
36 H 1.29029 2.83230 0.90000  C10 1.084
37 H 1.30943 0.06180 2.15927  C11 1.081
38 H 0.11505 1.25609 3.96461  C12 1.082
39 H -0.79435 1.51393 2.47644  C12 1.088
40 H 0.29513 2.76242 3.11736  C12 1.086
41 H 0.93867 -0.94121 -0.32867  C14 1.081
42 H -0.20314 -0.36932 0.82223  C14 1.086
43 H -1.50996 -1.17594 -0.97245  C15 1.085
44 H -0.71181 -0.15858 -2.14006  C15 1.088
45 H -2.04220 0.70935 0.43414  C16 1.084
46 H -3.13985 2.55167 -1.12225  C17 1.086
47 H -2.76979 1.43937 -2.40615  C17 1.089
48 H -5.09380 1.31512 -1.18754  C18 1.083
49 H -4.30678 -0.13951 -1.72209  C18 1.084
50 H -4.10030 -3.05366 0.24307  C21 1.081
51 H -5.61862 -2.18186 0.33817  C21 1.083
52 H -4.59380 -2.06424 -1.11307  C21 1.084
53 H -0.59739 2.80468 -1.10052  C23 1.084
54 H -0.84935 2.53448 0.56741  C23 1.083

As for the HOMO-LUMO gap: 9.75 eV. Its SMILES is CCOC(=O)CCC[N@+]1(C[C@H](C)I)CC[C@H](CCOC(C)=O)C1. The spin multiplicity is 1. As for the HOMO energy: -11.92 eV. The net charge is +1.

no.,total energy (Eh)
1,-362.88922
2,-1509.57161
3,-5391.84418
4,-1319.54435